ORCA calculation (ωB97M-V/def2-TZVPD) on C13H9F5N4O3OsSbSe5 as an isolated structure.

Largest force on an atom: 0.9 eV Å⁻¹
Relative energy (zero: lowest compared OMol25 entry of this formula, charge and spin): 18.0 kcal/mol
Lowest unoccupied orbital energy (spin up / spin down): 0.0641 / -0.0059 Ha

ORCA input file:
```
! RIJCOSX wB97M-V def2-TZVPD def2/J DEFGRID3
* xyz -1 5
Os -2.4311 0.7201 -0.2412
N -0.5840 1.8427 -0.3366
N -0.8934 3.2197 -0.2611
C -2.2219 3.5735 -0.0194
O -2.5271 4.7103 0.2362
O -3.0821 2.5732 -0.1573
H 0.0677 1.5060 0.4096
H -0.0647 1.6783 -1.1961
H -0.1966 3.8071 0.1697
Se -2.1042 0.3192 2.4102
Sb -4.3944 -0.2290 3.1611
Se -5.5351 1.1520 1.3778
Se -4.6038 -0.2744 -0.2441
Se -5.2128 0.7670 5.2007
F 5.7427 3.0611 -2.5143
C 4.8656 2.4137 -1.7353
C 5.1000 2.2686 -0.3791
F 6.2176 2.7841 0.1499
C 4.1892 1.6004 0.4181
F 4.4867 1.5045 1.7176
C 3.0080 1.0416 -0.0779
Se 1.7931 0.1166 1.0514
C 2.8207 1.2160 -1.4454
F 1.7106 0.7260 -2.0538
C 3.7106 1.8802 -2.2695
F 3.4599 2.0076 -3.5810
N -1.8324 -4.2968 2.1809
C -1.0704 -4.5142 1.0845
O -0.5262 -5.5779 0.8532
C -0.9130 -3.3612 0.1324
C -0.0328 -3.4915 -0.9312
C 0.1405 -2.4237 -1.7902
C -0.5728 -1.2650 -1.5630
N -1.4534 -1.1457 -0.5604
C -1.6163 -2.1801 0.2724
H -1.8846 -5.0483 2.8471
H -2.1413 -3.3864 2.4767
H 0.5105 -4.4197 -1.0447
H 0.8384 -2.4630 -2.6135
H -0.4518 -0.4062 -2.2071
H -2.3157 -2.0066 1.0725
*
```

ORCA calculation (ωB97M-V/def2-TZVPD) on one molecule with the formula C11H20N2O3 at a distorted geometry.

Largest force on an atom: 2.2 eV Å⁻¹
Relative energy (zero: lowest compared OMol25 entry of this formula, charge and spin): 19.5 kcal/mol
Structure (SMILES): CC[C@H](C)[C@H](NC(=O)[C@@H]1CCCN1)C(=O)O
Lowest unoccupied orbital energy: 0.0214 Ha

ORCA input file:
```
! RIJCOSX wB97M-V def2-TZVPD def2/J DEFGRID3
* xyz 0 1
C 2.5919 -0.4499 0.3195
C 1.3273 0.3243 -0.0730
C 2.4468 -1.4566 1.5579
C 3.3827 -0.8208 2.6522
C 3.7790 0.5631 2.0940
C -0.9708 0.1135 -0.8608
C -1.8680 0.7155 0.2581
C -1.7917 -0.8673 -1.6773
C -2.5402 -2.0704 -0.9500
C -2.6891 -0.1285 -2.6679
C -3.9156 0.6070 -2.0972
H 3.6254 1.3475 0.2009
H 2.9312 -1.1245 -0.5576
H 2.8572 -2.4417 1.2977
H 1.3665 -1.5369 1.8466
H 4.2750 -1.4097 2.7545
H 2.9311 -0.7665 3.6511
H 3.1004 1.3527 2.4760
H 4.7928 0.8354 2.4403
H 0.3337 -1.4854 -0.1715
H -0.5891 0.9157 -1.5073
H -0.9801 -1.3271 -2.3183
H -2.6611 -2.9187 -1.6584
H -3.5614 -1.7509 -0.6953
H -2.0259 -2.4039 -0.0455
H -3.0227 -0.8793 -3.3885
H -2.0444 0.5891 -3.1749
H -4.5265 0.0963 -1.3693
H -3.7152 1.6387 -1.6810
H -4.5504 0.8835 -2.9419
H -0.5520 1.9609 0.3289
N 3.6766 0.4465 0.6645
N 0.2327 -0.4765 -0.2320
O 1.2997 1.5434 -0.1884
O -2.8484 0.2266 0.7337
O -1.4343 1.9121 0.7237
*
```